Computed, not measured: a structure of composition C23H63F6LiN18O17S2 at a distorted geometry, with wB97M-V/def2-TZVPD.

Last column: Mulliken charge in e.
Positions of all 130 atoms, in Å:
Li: -2.08 0.12 -3.79  0.971
C: 2.04 -1.70 -0.32  0.702
F: 2.57 -0.73 -1.05  -0.248
F: 2.82 -2.67 -0.40  -0.192
F: 2.08 -1.27 0.95  -0.203
S: 0.27 -2.20 -0.97  0.974
O: 0.38 -2.56 -2.39  -0.638
O: -0.41 -3.19 -0.19  -0.568
N: -0.61 -0.76 -0.86  -0.430
S: -1.29 -0.69 0.48  0.904
O: -2.73 -1.02 0.45  -0.669
O: -0.62 -1.16 1.70  -0.550
C: -1.26 1.27 0.74  0.613
F: -2.04 1.68 -0.22  -0.236
F: -1.85 1.63 1.86  -0.222
F: -0.01 1.77 0.79  -0.223
C: -7.52 6.19 3.54  -0.317
C: -6.43 5.36 4.34  -0.339
O: -6.79 5.74 5.66  -0.525
O: -7.31 6.02 2.14  -0.516
H: -7.37 7.27 3.58  0.254
H: -8.52 5.87 3.83  0.319
H: -5.42 5.65 4.05  0.258
H: -6.55 4.29 4.20  0.243
H: -7.60 5.29 5.93  0.313
H: -8.11 6.41 1.78  0.305
C: -3.35 -3.21 -6.43  -0.385
C: -4.07 -3.60 -7.84  -0.344
O: -5.52 -3.54 -7.61  -0.557
O: -4.06 -2.21 -5.70  -0.486
H: -2.34 -2.80 -6.55  0.293
H: -3.44 -4.14 -5.87  0.248
H: -3.87 -4.62 -8.17  0.373
H: -3.78 -2.82 -8.55  0.242
H: -5.83 -4.08 -8.34  0.302
H: -4.98 -2.46 -5.85  0.301
C: -5.57 4.31 -4.75  0.660
O: -5.14 3.17 -4.44  -0.689
N: -5.00 5.45 -4.77  -0.340
N: -6.85 4.44 -4.99  -0.411
H: -4.06 5.50 -4.41  0.223
H: -5.51 6.15 -5.30  0.197
H: -7.43 3.65 -4.77  0.213
H: -7.30 5.33 -5.20  0.148
C: 1.17 3.00 -5.38  0.621
O: 0.42 2.06 -5.51  -0.693
N: 1.30 3.87 -6.24  -0.354
N: 1.87 3.17 -4.28  -0.383
H: 0.52 3.91 -6.88  0.244
H: 1.81 4.72 -6.06  0.198
H: 1.65 2.57 -3.50  0.212
H: 2.43 4.00 -4.12  0.161
C: 0.54 1.10 6.60  0.656
O: 1.43 1.03 5.75  -0.688
N: -0.29 0.19 6.96  -0.375
N: 0.44 2.25 7.16  -0.420
H: -0.11 -0.69 6.50  0.232
H: -0.88 0.22 7.77  0.183
H: 0.00 2.06 8.05  0.170
H: 1.08 2.98 6.88  0.245
C: -6.63 -5.36 -2.25  0.725
O: -6.73 -6.58 -2.05  -0.686
N: -5.57 -4.69 -1.81  -0.344
N: -7.61 -4.61 -2.68  -0.382
H: -5.62 -3.70 -2.01  0.127
H: -4.77 -5.19 -1.44  0.183
H: -7.58 -3.62 -2.88  0.171
H: -8.50 -5.09 -2.76  0.215
C: -0.85 -5.85 5.65  0.579
O: -0.83 -4.92 6.40  -0.630
N: -0.25 -5.67 4.49  -0.377
N: -1.63 -6.91 5.74  -0.379
H: 0.29 -4.83 4.39  0.213
H: -0.04 -6.49 3.94  0.167
H: -1.24 -7.57 5.08  0.185
H: -2.08 -7.14 6.61  0.245
C: -3.59 9.34 0.42  0.689
O: -4.06 9.43 -0.65  -0.617
N: -3.47 10.42 1.15  -0.429
N: -3.37 8.32 1.20  -0.391
H: -3.88 11.24 0.72  0.210
H: -3.14 10.36 2.10  0.152
H: -3.75 7.43 0.90  0.208
H: -2.98 8.37 2.13  0.180
C: -9.65 1.06 0.75  0.635
O: -10.70 1.65 1.05  -0.669
N: -8.44 1.52 0.67  -0.306
N: -9.78 -0.15 0.21  -0.382
H: -7.68 1.07 0.18  0.173
H: -8.14 2.42 1.01  0.190
H: -10.62 -0.72 0.19  0.209
H: -8.97 -0.71 -0.02  0.149
C: 1.84 -6.67 -8.05  0.620
O: 0.64 -6.74 -7.85  -0.657
N: 2.56 -7.43 -8.80  -0.381
N: 2.60 -5.86 -7.34  -0.359
H: 3.49 -7.05 -8.90  0.180
H: 2.02 -7.99 -9.45  0.249
H: 3.58 -5.96 -7.54  0.124
H: 2.29 -5.42 -6.49  0.226
C: 10.42 -2.97 2.07  -1.680
C: 10.11 -2.13 3.33  1.022
C: 11.45 -1.30 3.59  -0.997
C: 11.56 0.06 2.84  -0.727
C: 10.19 0.87 3.06  -1.370
C: 8.86 0.12 2.66  1.628
N: 8.89 -1.25 3.32  0.411
O: 7.77 -1.99 3.14  -0.475
C: 7.64 0.96 3.11  -2.002
C: 8.87 0.13 1.13  -1.773
C: 10.02 -3.18 4.51  -1.651
H: 10.67 -2.32 1.23  0.368
H: 9.54 -3.57 1.84  0.391
H: 11.27 -3.62 2.25  0.419
H: 11.53 -1.21 4.68  0.407
H: 12.33 -1.82 3.23  0.337
H: 11.70 -0.11 1.78  0.298
H: 12.45 0.60 3.17  0.421
H: 10.32 1.87 2.65  0.480
H: 10.11 1.21 4.09  0.438
H: 6.69 0.57 2.74  0.451
H: 7.62 1.03 4.19  0.451
H: 7.59 2.01 2.84  0.379
H: 8.77 1.14 0.74  0.457
H: 9.84 -0.10 0.69  0.316
H: 8.12 -0.59 0.79  0.381
H: 9.12 -3.78 4.44  0.367
H: 10.08 -2.57 5.41  0.453
H: 10.95 -3.74 4.56  0.381
H: 7.46 -1.58 3.95  0.421

Calculated values
- M (g mol⁻¹) = 1048.93
- lowest unoccupied orbital energy (eV) = -1.28
- E_tot (Ha) = -4581.8225

=====

Computed, not measured: a cluster of 3 separate species, C2H10N2O3 in total at a distorted geometry, with wB97M-V/def2-TZVPD.

Last column: Mulliken charge in e.
Positions of all 17 atoms, in Å:
N: -0.90 -1.76 0.69  -0.662
C: -0.13 -0.57 0.22  -0.132
C: 1.05 -0.84 -0.66  0.617
N: 1.88 0.17 -1.08  -0.426
O: 1.27 -1.98 -1.04  -0.617
H: -0.70 -2.47 -0.01  0.320
H: -0.42 -2.08 1.53  0.237
H: -0.91 0.10 -0.14  0.154
H: 0.17 0.02 1.11  0.001
H: 1.98 1.01 -0.54  0.239
H: 2.70 -0.19 -1.54  0.260
O: 1.08 2.84 1.93  -0.640
H: 1.74 3.16 2.55  0.321
H: 0.71 2.02 2.28  0.329
O: -3.69 1.18 -0.74  -0.647
H: -3.77 0.93 0.19  0.325
H: -3.03 0.59 -1.10  0.322

Calculated values
- structure (SMILES) = NCC(N)=O.O.O
- M (g mol⁻¹) = 110.11
- lowest unoccupied orbital energy (eV) = 0.33
- E_tot (Ha) = -417.4370

=====

Computed, not measured: the molecule CHClN2O2S at a distorted geometry, with wB97M-V/def2-TZVPD.

Last column: Mulliken spin population.
Positions of all 8 atoms, in Å:
C: 2.84 -0.04 -0.65  0.008
N: 3.79 -0.20 -1.26  0.008
N: 0.13 -0.64 -0.12  0.643
O: 2.07 -0.44 1.61  0.010
O: 1.19 1.52 0.40  0.067
S: 1.50 0.12 0.46  0.050
Cl: -0.39 -2.13 0.43  1.218
H: -0.44 0.17 0.17  -0.004

Calculated values
- M (g mol⁻¹) = 140.55
- lowest unoccupied orbital energy (spin up / spin down) (eV) = 0.33 / -4.46
- spin multiplicity = 3
- E_tot (Ha) = -1156.7960
- ⟨S²⟩ = 2.01

=====

Computed, not measured: a structure of composition C4H10N5 at a distorted geometry, with wB97M-V/def2-TZVPD.

Last column: Mulliken charge in e.
Positions of all 19 atoms, in Å:
C: -2.11 1.00 0.52  -0.150
C: 1.85 0.10 0.13  0.477
C: -2.58 -0.44 0.21  -0.383
C: -1.34 -1.18 -0.35  -0.554
N: -0.97 1.35 0.34  -0.286
N: 0.73 -0.52 0.25  -0.708
N: 2.99 -0.63 0.49  -0.404
N: 2.01 1.17 -0.68  -0.423
N: -0.32 -0.12 -0.52  0.239
H: -2.64 1.76 0.99  0.493
H: -2.91 -0.88 1.18  0.328
H: -3.45 -0.33 -0.52  0.306
H: -0.78 -1.85 0.36  0.307
H: -1.36 -1.74 -1.30  0.391
H: 2.98 -1.21 1.29  0.245
H: 3.86 -0.20 0.28  0.195
H: 1.22 1.77 -0.79  0.274
H: 2.97 1.56 -0.53  0.263
H: -0.14 0.40 -1.33  0.389

Calculated values
- charge = +1
- M (g mol⁻¹) = 128.16
- lowest unoccupied orbital energy (eV) = -3.87
- E_tot (Ha) = -431.8498

=====

Computed, not measured: the ion C4H8ClN2O2S with charge +1 at a distorted geometry, with wB97M-V/def2-TZVPD.

Last column: Mulliken charge in e.
Positions of all 18 atoms, in Å:
C: -1.76 0.84 0.76  -0.979
C: -0.53 0.34 0.22  0.423
N: 0.51 1.15 -0.04  -0.323
C: 1.65 0.01 -0.64  0.015
S: 3.13 -0.10 0.48  1.180
O: 3.29 -1.39 0.94  -0.487
O: 2.71 0.80 1.47  -0.583
Cl: 4.67 0.45 -0.70  -0.114
C: 0.94 -1.22 -0.77  -0.916
N: -0.35 -0.94 -0.22  -0.119
H: -1.54 1.62 1.56  0.339
H: -2.35 -0.06 1.15  0.327
H: -2.30 1.36 0.01  0.307
H: 1.08 1.84 0.58  0.391
H: 2.01 0.41 -1.62  0.565
H: 0.90 -1.69 -1.81  0.317
H: 1.27 -2.10 -0.28  0.367
H: -1.11 -1.64 -0.38  0.289

Calculated values
- structure (SMILES) = CC1=[NH+][C@@H](S(=O)(=O)Cl)CN1
- charge = +1
- M (g mol⁻¹) = 183.64
- lowest unoccupied orbital energy (eV) = -3.84
- E_tot (Ha) = -1275.2672

=====

Computed, not measured: the molecule C27H22N4O4S2 at a distorted geometry, with wB97M-V/def2-TZVPD.

Last column: Mulliken charge in e.
Positions of all 59 atoms, in Å:
C: 2.66 1.38 0.31  -1.292
O: 1.47 1.02 0.96  -0.470
C: 0.36 1.81 0.78  0.968
C: 0.27 2.84 -0.14  -0.157
C: -0.93 3.54 -0.23  0.972
C: -2.01 3.20 0.59  -0.449
C: -1.94 2.18 1.53  -1.308
C: -0.74 1.49 1.61  0.307
N: -0.54 0.42 2.49  -0.019
C: -1.46 -0.24 3.23  0.590
O: -2.62 0.08 3.36  -0.661
C: -0.91 -1.52 3.84  -0.823
S: -0.88 -2.78 2.52  -0.174
C: 0.63 -2.34 1.77  0.297
N: 1.69 -1.87 2.37  -0.468
N: 2.64 -1.70 1.43  -0.588
C: 2.15 -2.05 0.28  0.704
C: 2.87 -2.04 -1.02  -0.617
C: 3.09 -3.44 -1.50  -0.105
C: 3.63 -4.48 -0.82  -0.469
C: 3.67 -5.67 -1.58  -0.516
C: 3.16 -5.52 -2.82  -0.496
S: 2.61 -3.92 -3.10  -0.092
N: 0.86 -2.49 0.43  0.394
C: -0.12 -2.78 -0.59  -1.178
C: -0.83 -1.52 -0.97  0.788
C: -2.01 -0.99 -0.53  -0.726
C: -2.15 0.25 -1.21  -0.202
C: -1.05 0.37 -2.00  -0.858
O: -0.24 -0.69 -1.86  -0.285
O: -3.10 3.99 0.35  -0.493
C: -2.73 4.84 -0.64  0.307
C: -3.51 5.83 -1.22  -1.111
C: -2.94 6.59 -2.22  -0.385
C: -1.63 6.39 -2.63  -0.817
C: -0.84 5.41 -2.06  -0.388
C: -1.40 4.62 -1.05  0.266
H: 3.41 0.68 0.69  0.324
H: 2.96 2.41 0.56  0.500
H: 2.57 1.28 -0.77  0.372
H: 1.10 3.10 -0.78  0.554
H: -2.77 1.93 2.16  0.563
H: 0.41 0.06 2.48  0.210
H: -1.59 -1.90 4.60  0.471
H: 0.11 -1.43 4.22  0.394
H: 2.30 -1.47 -1.76  0.288
H: 3.83 -1.54 -0.86  0.384
H: 3.99 -4.40 0.19  0.469
H: 4.07 -6.60 -1.21  0.405
H: 3.07 -6.25 -3.61  0.454
H: -0.83 -3.50 -0.19  0.618
H: 0.39 -3.21 -1.45  0.165
H: -2.69 -1.41 0.18  0.515
H: -2.97 0.94 -1.12  0.588
H: -0.74 1.14 -2.68  0.555
H: -4.53 5.98 -0.89  0.454
H: -3.53 7.37 -2.68  0.388
H: -1.22 7.01 -3.41  0.400
H: 0.17 5.25 -2.38  0.483

Calculated values
- structure (SMILES) = COc1cc2c(cc1NC(=O)CSc1nnc(Cc3cccs3)n1Cc1ccco1)oc1ccccc12
- M (g mol⁻¹) = 530.63
- lowest unoccupied orbital energy (eV) = 0.45
- E_tot (Ha) = -2358.4610